{
  "formula": "C40H50IInN2O8SSi",
  "method": "wB97M-V/def2-TZVPD",
  "elements": ["In", "C", "C", "N", "C", "C", "C", "O", "C", "C", "N", "C", "C", "C", "C", "C", "C", "I", "C", "O", "H", "H", "H", "H", "H", "H", "H", "H", "H", "H", "H", "H", "C", "C", "C", "C", "O", "Si", "S", "O", "C", "C", "C", "C", "O", "C", "C", "C", "C", "H", "H", "H", "H", "H", "H", "H", "H", "H", "H", "H", "H", "H", "H", "H", "H", "H", "H", "H", "H", "H", "H", "H", "H", "H", "H", "H", "O", "C", "C", "O", "O", "C", "C", "C", "C", "C", "C", "C", "C", "C", "C", "C", "C", "H", "H", "H", "H", "H", "H", "H", "H", "H", "H", "H"],
  "coordinates": [[-0.095, 0.389, 0.357], [4.248, 2.346, 0.526], [4.157, 1.156, -0.375], [5.206, 0.770, -1.047], [5.113, -0.322, -1.849], [3.971, -1.044, -2.019], [4.021, -2.277, -2.882], [3.724, -3.474, -2.154], [2.794, -0.647, -1.307], [1.624, -1.464, -1.459], [0.516, -1.486, -0.772], [-0.295, -2.657, -0.943], [0.314, -3.873, -1.289], [-0.419, -5.031, -1.474], [-1.791, -5.028, -1.281], [-2.405, -3.863, -0.858], [-1.669, -2.698, -0.671], [-2.750, -1.099, 0.113], [2.887, 0.469, -0.454], [1.925, 0.941, 0.251], [5.231, 2.799, 0.425], [4.080, 2.056, 1.566], [3.469, 3.073, 0.288], [6.026, -0.611, -2.361], [5.011, -2.344, -3.337], [3.298, -2.240, -3.697], [4.339, -3.526, -1.414], [1.725, -2.216, -2.231], [1.391, -3.923, -1.393], [0.095, -5.943, -1.750], [-2.376, -5.928, -1.421], [-3.468, -3.856, -0.656], [-3.020, 1.731, 3.122], [-2.275, 2.882, 2.465], [-1.003, 3.220, 3.232], [-3.178, 4.105, 2.351], [-1.911, 2.397, 1.131], [-1.559, 3.234, -0.243], [-0.868, 1.703, -1.513], [-0.433, 4.345, 0.140], [0.049, 5.507, -0.565], [0.143, 5.223, -2.059], [1.429, 5.783, 0.011], [-0.897, 6.667, -0.284], [-2.803, 4.060, -0.908], [-4.020, 3.683, -1.576], [-3.731, 3.614, -3.070], [-5.018, 4.792, -1.276], [-4.538, 2.342, -1.069], [-3.115, 1.905, 4.196], [-2.467, 0.803, 2.977], [-4.024, 1.625, 2.699], [-1.267, 3.624, 4.213], [-0.423, 3.968, 2.693], [-0.390, 2.327, 3.377], [-3.474, 4.426, 3.352], [-4.082, 3.874, 1.785], [-2.664, 4.938, 1.867], [0.765, 4.344, -2.240], [0.586, 6.077, -2.574], [-0.848, 5.045, -2.486], [2.109, 4.962, -0.224], [1.369, 5.884, 1.096], [1.841, 6.707, -0.403], [-1.907, 6.418, -0.612], [-0.566, 7.565, -0.811], [-0.918, 6.885, 0.787], [-3.417, 4.592, -3.440], [-4.626, 3.309, -3.618], [-2.938, 2.891, -3.271], [-4.606, 5.756, -1.581], [-5.240, 4.834, -0.209], [-5.951, 4.624, -1.821], [-3.854, 1.541, -1.355], [-5.517, 2.133, -1.504], [-4.635, 2.350, 0.020], [0.015, -1.928, 1.837], [0.709, -1.655, 3.057], [0.603, -0.132, 3.305], [1.089, 0.327, 4.318], [0.041, 0.583, 2.378], [2.166, -2.059, 2.840], [2.480, -3.418, 2.827], [3.751, -3.848, 2.477], [4.727, -2.920, 2.136], [4.423, -1.566, 2.151], [3.150, -1.135, 2.501], [0.043, -2.391, 4.217], [0.669, -2.439, 5.462], [0.065, -3.095, 6.521], [-1.171, -3.710, 6.353], [-1.799, -3.658, 5.120], [-1.195, -2.999, 4.054], [0.411, -2.711, 1.437], [1.725, -4.145, 3.114], [3.982, -4.906, 2.479], [5.723, -3.250, 1.869], [5.180, -0.837, 1.889], [2.925, -0.076, 2.512], [1.625, -1.949, 5.595], [0.559, -3.127, 7.485], [-1.640, -4.223, 7.183], [-2.765, -4.128, 4.981], [-1.691, -2.947, 3.094]],
  "largest_force_ev_per_a": 0.48,
  "gap_ev": 7.356,
  "mol_weight_g_mol": 988.7
}